DFT (the ωB97M-V functional and the def2-TZVPD basis) results for an isolated molecule of C3H3NO2.

Structure (XYZ):
```
9
Properties=species:S:1:pos:R:3
O 2.010 0.305 0.028
C 0.731 -0.112 0.071
C -0.366 0.786 0.031
C -1.426 -0.046 0.101
O -1.019 -1.321 0.182
N 0.362 -1.363 0.167
H 2.510 -0.221 -0.599
H -0.308 1.858 -0.062
H -2.495 0.113 0.081
```

Its energy relative to the best compared isomer or geometry (same formula, charge and spin) is 51.91 kcal/mol. The HOMO-LUMO gap is 10.8997 eV. As for the strongest force on any atom: 0.0104 Eh/bohr. The molar mass comes out at 85.06 g mol⁻¹. As for the HOMO energy: -10.095 eV. The total energy is -321.29492 Ha.